DFT (ωB97M-V/def2-TZVPD) results for a cluster of 2 separate species, C8H21N4OP in total in a non-equilibrium geometry.

Properties
Multiplicity: 1
Energy in Ha: -952.29426
Total charge: +2
Gap between HOMO and LUMO (alpha / beta) in eV: 7.72 / 7.72
Energy above the lowest of the compared OMol25 structures with the same formula, charge and spin in kJ/mol: 0.00

Each line ends with the Löwdin charge.
Cartesian coordinates (Å):
C1 -2.4259 1.1569 1.7097  -0.08
C2 -0.5986 0.9073 -0.0633  -0.40
C3 3.1710 -0.6256 -3.6984  -0.07
C4 -3.1601 -0.2211 3.8814  -0.23
C5 2.9997 0.7679 -2.9983  -0.20
C6 0.0726 -1.6693 0.1029  -0.21
C7 2.5354 0.6540 -1.5298  -0.10
C8 0.5413 -0.2219 -0.2861  -0.22
N1 1.2038 -2.5453 -0.1798  0.03
N2 -1.1561 0.7749 1.2104  0.07
N3 -3.1636 2.0220 1.0173  0.16
N4 1.2272 -0.1244 -1.5303  0.06
O1 -0.9336 1.5675 -0.9598  0.17
P1 -4.3318 0.2973 5.0406  0.96
H1 2.1332 -0.8005 -4.0406  0.08
H2 3.8363 -0.3292 -4.5567  0.11
H3 3.5962 -1.3528 -3.0089  0.08
H4 -3.4612 -0.6192 2.9430  0.00
H5 -2.1850 -0.3514 4.1659  0.00
H6 2.2425 1.2371 -3.6258  0.12
H7 3.8653 1.2880 -3.0045  0.08
H8 -0.1926 -1.6390 1.2692  0.13
H9 -0.9405 -1.9340 -0.2743  0.14
H10 3.2910 0.1603 -0.9111  0.14
H11 2.4712 1.5389 -0.9645  0.12
H12 1.3814 0.0057 0.4936  0.18
H13 1.1117 -3.4659 -0.4492  0.06
H14 1.8774 -2.3426 0.6270  0.14
H15 -0.8143 -0.1165 1.7281  0.13
H16 -3.9817 2.2292 1.5109  0.09
H17 -2.9714 2.4711 0.1134  0.14
H18 0.5783 0.2763 -2.2322  0.19
H19 1.4975 -1.0873 -1.7675  0.15
H20 -3.7546 1.3194 5.8201  -0.03
H21 -5.5619 0.7716 4.4476  -0.01